{
  "formula": "C23H13F10N2O2ReS4Te",
  "method": "ωB97M-V/def2-TZVPD",
  "lumo_energy_ev": [-4.5, -5.1],
  "homo_lumo_gap_ev": [6.8, 6.3],
  "e_homo_ev": [-11.31, -11.40],
  "total_charge": 1,
  "spin_multiplicity": 4,
  "s_squared": 3.797,
  "relative_energy_kj_mol": 137.6,
  "symbols": ["Re", "F", "Te", "F", "F", "F", "F", "O", "S", "C", "N", "C", "C", "C", "N", "H", "H", "H", "H", "F", "C", "C", "C", "F", "C", "F", "C", "F", "C", "F", "O", "C", "C", "C", "C", "C", "S", "C", "C", "C", "C", "S", "C", "C", "C", "C", "S", "H", "H", "H", "H", "H", "H", "H", "H", "H"],
  "positions_angstrom": [[-0.552, 0.050, 0.533], [0.140, -0.257, 3.789], [-1.640, -0.852, 3.889], [-1.683, -0.143, 5.609], [-3.896, -0.441, 1.124], [-0.715, -2.461, 4.485], [-1.916, 0.891, 3.091], [-0.904, -1.268, 1.631], [1.719, -0.776, 0.213], [2.179, -1.221, 1.839], [1.653, -2.338, 2.390], [1.960, -2.737, 3.636], [2.865, -2.004, 4.352], [3.389, -0.874, 3.730], [3.055, -0.490, 2.502], [0.938, -2.830, 1.864], [1.456, -3.617, 4.004], [3.141, -2.286, 5.356], [4.106, -0.244, 4.243], [-1.163, -0.480, -2.494], [-2.306, -0.167, -1.871], [-2.315, 0.073, -0.538], [-3.611, 0.447, 0.113], [-3.489, 1.663, 0.731], [-4.791, 0.514, -0.806], [-5.935, 0.850, -0.249], [-4.694, 0.271, -2.132], [-5.745, 0.361, -2.930], [-3.447, -0.077, -2.693], [-3.352, -0.291, -3.985], [-0.233, 1.784, 0.490], [-0.116, 3.315, 0.258], [1.262, 3.460, -0.315], [2.414, 2.966, 0.231], [3.566, 3.347, -0.497], [3.260, 4.135, -1.566], [1.584, 4.392, -1.721], [-1.215, 3.615, -0.709], [-1.343, 3.105, -1.975], [-2.510, 3.563, -2.631], [-3.232, 4.418, -1.847], [-2.518, 4.662, -0.325], [-0.276, 3.972, 1.589], [-1.321, 3.850, 2.460], [-1.178, 4.686, 3.594], [-0.035, 5.428, 3.546], [0.879, 5.117, 2.144], [2.432, 2.361, 1.128], [4.573, 3.059, -0.235], [3.939, 4.577, -2.278], [-0.621, 2.433, -2.419], [-2.786, 3.298, -3.642], [-4.145, 4.934, -2.102], [-2.148, 3.172, 2.310], [-1.885, 4.728, 4.408], [0.321, 6.143, 4.271]],
  "forces_ev_per_angstrom": [[0.0580, -0.0199, -0.0481], [0.0207, 0.0008, 0.0241], [-0.0124, -0.0810, -0.1063], [0.0009, 0.0099, 0.0373], [0.0038, 0.0102, -0.0374], [0.0528, -0.0244, -0.0121], [-0.0138, 0.1099, 0.0199], [-0.0738, 0.0306, 0.1030], [-0.0058, -0.0717, -0.0210], [0.0164, 0.0801, -0.0221], [-0.0489, -0.0074, 0.0045], [-0.0224, 0.0103, 0.0065], [0.0153, -0.0039, -0.0003], [-0.0066, 0.0061, -0.0106], [-0.0067, -0.0148, 0.0191], [0.0119, 0.0053, -0.0033], [-0.0057, -0.0023, -0.0017], [0.0009, -0.0018, -0.0040], [-0.0018, -0.0044, 0.0016], [0.0054, 0.0088, 0.0021], [-0.0060, -0.0104, -0.0901], [0.0466, -0.0187, 0.0907], [0.0097, -0.0075, 0.0566], [-0.0050, 0.0018, 0.0010], [-0.0118, -0.0020, -0.0118], [-0.0123, 0.0047, 0.0099], [0.0141, 0.0028, -0.0076], [-0.0078, -0.0052, -0.0087], [0.0122, 0.0138, 0.0164], [-0.0026, -0.0061, -0.0107], [0.0010, 0.0128, -0.0331], [-0.0025, 0.0692, -0.0022], [-0.0449, -0.0405, 0.0154], [0.0286, 0.0148, 0.0206], [-0.0133, 0.0118, 0.0323], [-0.0065, -0.0346, -0.0347], [-0.0075, 0.0491, 0.0195], [-0.0114, -0.0300, -0.0385], [-0.0174, -0.0285, 0.0231], [0.0074, -0.0014, -0.0060], [-0.0055, -0.0044, -0.0032], [-0.0016, 0.0163, -0.0136], [0.0491, 0.0293, -0.0446], [-0.0324, -0.0154, 0.0499], [0.0200, -0.0545, -0.0016], [-0.0061, 0.0249, -0.0153], [0.0134, -0.0284, 0.0597], [0.0081, -0.0097, -0.0069], [-0.0038, 0.0013, 0.0012], [-0.0077, -0.0081, -0.0052], [-0.0001, -0.0001, -0.0087], [0.0021, -0.0024, 0.0092], [0.0067, -0.0024, 0.0006], [0.0122, 0.0050, -0.0019], [0.0007, 0.0034, -0.0030], [-0.0140, 0.0088, -0.0101]]
}



{
  "formula": "C3H41NO17",
  "method": "ωB97M-V/def2-TZVPD",
  "lumo_energy_ev": 0.0,
  "homo_lumo_gap_ev": 8.7,
  "e_homo_ev": -8.74,
  "relative_energy_kj_mol": 538.0,
  "symbols": ["C", "C", "C", "N", "H", "H", "H", "H", "H", "H", "H", "H", "H", "O", "H", "H", "O", "H", "H", "O", "H", "H", "O", "H", "H", "O", "H", "H", "O", "H", "H", "O", "H", "H", "O", "H", "H", "O", "H", "H", "O", "H", "H", "O", "H", "H", "O", "H", "H", "O", "H", "H", "O", "H", "H", "O", "H", "H", "O", "H", "H", "O"],
  "positions_angstrom": [[0.318, -3.726, 1.529], [0.403, -2.708, 0.481], [0.263, -1.380, 0.635], [0.286, -0.547, -0.426], [-0.011, -4.677, 0.981], [1.355, -3.909, 1.755], [-0.420, -3.730, 2.390], [0.526, -3.100, -0.533], [0.010, -0.852, 1.553], [-0.191, 0.488, -0.189], [-0.372, -0.802, -1.188], [-1.411, -0.608, -3.200], [-1.048, -1.759, -4.004], [-1.724, -1.161, -3.960], [0.222, 3.571, -0.241], [-0.121, 2.635, 0.897], [-0.522, 2.956, 0.203], [-0.361, -1.620, 3.967], [0.516, -0.336, 4.668], [-0.240, -0.934, 4.707], [-3.018, 2.213, 1.886], [-3.074, 0.956, 2.891], [-2.462, 1.487, 2.296], [-2.357, -2.346, -2.457], [-3.823, -2.009, -2.244], [-2.896, -2.017, -1.778], [-2.077, 1.223, -1.934], [-0.936, 1.997, -1.205], [-1.066, 1.442, -2.011], [1.037, -2.109, -4.292], [0.990, -1.528, -2.850], [0.471, -2.037, -3.444], [2.142, 0.298, -0.438], [3.492, -0.145, 0.043], [3.043, 0.395, -0.660], [-2.625, -0.572, -0.061], [-2.280, 0.701, 0.741], [-2.161, 0.253, -0.080], [-1.702, -2.581, 1.450], [-3.098, -3.482, 1.387], [-2.497, -3.054, 1.850], [-0.795, 2.604, 3.078], [0.597, 2.414, 3.590], [0.143, 2.742, 2.845], [1.830, 3.776, -0.864], [1.648, 4.914, 0.075], [1.347, 4.574, -0.775], [-4.141, 2.125, -0.018], [-2.682, 2.909, -0.153], [-3.562, 2.869, 0.323], [2.450, -2.055, 0.954], [3.967, -2.231, 1.169], [3.274, -1.737, 1.027], [1.068, 2.008, -2.267], [2.459, 1.415, -2.100], [1.989, 2.205, -2.140], [2.769, -0.691, -2.874], [3.190, -1.939, -2.150], [2.904, -1.572, -2.985], [3.185, 2.257, 1.711], [2.864, 3.332, 0.790], [2.916, 3.191, 1.651]],
  "forces_ev_per_angstrom": [[-0.8573, -2.9923, -0.2127], [-1.0355, 1.4418, -0.1510], [-0.7622, -1.3206, 0.6530], [-1.6214, 5.2224, -1.8097], [0.4563, 1.0193, 0.8366], [0.3406, -0.5836, 1.1580], [1.3479, 0.7248, -0.8412], [0.1216, 0.3180, 0.1500], [0.3925, -0.5350, 0.4472], [1.9007, -3.8372, -0.6847], [0.8956, -0.0501, 0.6649], [-0.5900, -0.3310, -1.1884], [2.8756, -2.3178, -0.4439], [-3.3802, 3.4671, 0.8034], [-2.1988, -0.9715, 0.9825], [3.1924, -2.7318, 6.3532], [-1.6838, 3.8082, -7.2431], [1.0652, 2.0617, 1.5493], [-0.0352, -0.7552, -0.8249], [-1.0561, -1.3457, -0.7458], [0.4797, -0.7610, 0.1946], [1.1549, 1.0405, -1.0382], [-1.5687, -0.1977, 1.3005], [1.3264, -0.4917, -1.7259], [2.7018, 0.0946, 1.3795], [-4.3724, 0.3284, 0.9792], [2.9971, 0.4454, -0.2339], [0.0420, -0.2790, -0.3324], [-2.5985, 0.1611, -0.3232], [-1.1507, 0.1887, 2.3961], [0.9828, 0.4631, 0.7087], [0.6892, -1.6965, -2.9594], [-2.1053, -0.3548, 0.2650], [-0.5280, 0.3805, -1.0340], [2.8309, -0.3016, 0.7819], [-0.4883, -0.9189, 0.0060], [-0.3525, 0.4362, 1.6090], [-0.4578, 0.0736, -1.0954], [-2.2857, -1.3823, -0.3435], [-3.6110, -2.6388, -4.2849], [5.4748, 4.2358, 4.4308], [0.2735, -0.0747, -0.3571], [1.0942, -0.4779, 1.2713], [-1.4070, 0.4100, -0.8727], [1.2099, -1.6162, -1.1502], [-0.1502, 0.4544, 0.0894], [-0.6464, 1.2291, 0.6851], [1.5510, 1.3455, 0.1983], [-1.3902, -0.3609, 0.6057], [-0.2403, -0.5967, -0.8100], [-4.5414, -2.6138, -0.3633], [4.9101, -4.6693, 1.2174], [-0.0864, 7.1338, -0.6635], [-0.7887, -0.3535, -0.3382], [1.3084, -2.0402, 0.3916], [-0.8714, 2.9471, -0.2287], [-0.1134, 4.0405, 0.8825], [0.1403, 0.2242, 0.3624], [0.9686, -3.9285, -1.0088], [-0.1572, 0.5503, 0.0355], [-0.1863, 0.9511, -6.0438], [0.5947, -1.6714, 5.9637]]
}



{
  "formula": "C6H10",
  "method": "ωB97M-V/def2-TZVPD",
  "lumo_energy_ev": 1.3,
  "homo_lumo_gap_ev": 11.1,
  "e_homo_ev": -9.79,
  "relative_energy_kj_mol": 133.0,
  "smiles": "C1C[C@H]2CC[C@@H]12",
  "symbols": ["C", "C", "C", "C", "C", "C", "H", "H", "H", "H", "H", "H", "H", "H", "H", "H"],
  "positions_angstrom": [[-0.738, -1.222, 0.621], [-1.367, 0.200, 0.622], [-0.504, 0.616, -0.595], [0.881, 1.255, -0.388], [1.480, -0.131, -0.054], [0.163, -0.783, -0.553], [-0.190, -1.487, 1.533], [-1.441, -2.034, 0.408], [-2.434, 0.172, 0.377], [-1.232, 0.796, 1.529], [-1.067, 0.969, -1.464], [1.264, 1.600, -1.355], [0.988, 2.062, 0.343], [1.620, -0.285, 1.022], [2.417, -0.400, -0.551], [0.159, -1.327, -1.495]],
  "forces_ev_per_angstrom": [[-0.0372, -0.1001, 0.0449], [-0.1154, 0.1373, 0.1366], [-0.1323, 0.1459, -0.1275], [0.0278, 0.2314, 0.0248], [0.0927, -0.0324, 0.0309], [-0.0239, -0.1319, -0.1857], [-0.0626, 0.0058, -0.2161], [0.0425, 0.2123, -0.0483], [0.1516, 0.1257, 0.0902], [-0.0231, -0.0888, -0.0547], [0.0760, -0.0913, 0.1448], [-0.0803, 0.0767, 0.1722], [0.0038, -0.0752, -0.0366], [-0.0311, -0.0339, -0.1965], [-0.2116, 0.0735, -0.0261], [0.3231, -0.4550, 0.2469]]
}



{
  "formula": "C4H9NO",
  "method": "ωB97M-V/def2-TZVPD",
  "lumo_energy_ev": [-0.1, -0.1],
  "homo_lumo_gap_ev": [7.8, 7.8],
  "e_homo_ev": [-7.95, -7.95],
  "relative_energy_kj_mol": 658.3,
  "symbols": ["O", "C", "C", "N", "C", "C", "H", "H", "H", "H", "H", "H", "H", "H", "H"],
  "positions_angstrom": [[-1.621, -1.598, -0.403], [-0.676, -0.283, 0.915], [-0.351, 1.133, 0.520], [0.692, 1.150, -0.476], [1.769, 0.206, -0.186], [0.638, -0.217, -1.033], [-2.290, -1.067, -0.865], [0.115, -0.939, 1.253], [-1.594, -0.417, 1.484], [-1.242, 1.593, 0.076], [-0.120, 1.721, 1.429], [2.727, 0.478, -0.626], [1.866, -0.178, 0.836], [-0.740, -1.288, -0.816], [0.827, -0.295, -2.109]],
  "forces_ev_per_angstrom": [[-0.1563, 0.0635, -0.2633], [0.2694, 0.2083, 0.2477], [-0.1680, -0.0265, 0.0642], [-0.1243, 0.0843, 0.0243], [0.2157, -0.0665, 0.1287], [0.1461, -0.0648, -0.1681], [0.0521, -0.1722, 0.0716], [-0.0841, 0.0798, -0.1066], [0.1046, 0.0214, -0.1369], [0.1265, -0.0346, 0.0583], [-0.0286, -0.0921, -0.0666], [-0.1689, -0.0511, 0.0379], [-0.0561, 0.0657, -0.1470], [-0.0859, 0.0134, 0.0704], [-0.0421, -0.0285, 0.1852]]
}



{
  "formula": "C6H24BaFO6",
  "method": "ωB97M-V/def2-TZVPD",
  "lumo_energy_ev": -4.6,
  "homo_lumo_gap_ev": 5.8,
  "e_homo_ev": -10.39,
  "total_charge": 1,
  "relative_energy_kj_mol": 578.7,
  "symbols": ["Ba", "F", "C", "O", "H", "H", "H", "H", "C", "O", "H", "H", "H", "H", "C", "O", "H", "H", "H", "H", "C", "O", "H", "H", "H", "H", "C", "O", "H", "H", "H", "H", "C", "O", "H", "H", "H", "H"],
  "positions_angstrom": [[12.447, -7.062, -20.729], [10.376, -5.856, -17.824], [8.015, -9.122, -21.933], [8.752, -9.193, -20.727], [7.816, -10.110, -22.348], [7.094, -8.539, -21.942], [8.716, -8.642, -22.616], [8.143, -8.918, -20.038], [9.892, -5.042, -24.760], [10.161, -4.928, -23.381], [10.419, -5.927, -25.116], [8.834, -5.123, -25.011], [10.381, -4.270, -25.354], [9.473, -4.352, -23.038], [11.865, -11.490, -23.635], [12.511, -10.704, -22.697], [12.723, -12.051, -24.005], [11.155, -12.175, -23.173], [11.405, -10.844, -24.382], [13.168, -11.267, -22.283], [12.263, -1.925, -19.587], [12.988, -2.753, -20.512], [11.206, -2.192, -19.548], [12.633, -2.044, -18.568], [12.359, -0.919, -19.994], [13.009, -2.320, -21.368], [12.000, -10.397, -16.670], [12.693, -10.273, -17.885], [12.703, -10.481, -15.841], [11.330, -9.543, -16.569], [11.386, -11.298, -16.686], [13.558, -10.667, -17.745], [17.315, -6.313, -18.742], [16.118, -7.062, -18.918], [17.067, -5.252, -18.764], [17.558, -6.636, -17.730], [18.070, -6.498, -19.506], [16.223, -7.958, -18.589]],
  "forces_ev_per_angstrom": [[-1.1719, 0.4762, 1.5506], [0.9735, -0.5893, -1.4299], [0.9416, -0.0150, -1.1974], [-0.5436, 0.2666, 0.4940], [-0.1563, -0.1298, 0.2159], [0.0592, 0.0115, 0.5020], [-0.2854, 0.1163, -0.5237], [0.2416, -0.0863, 0.4722], [0.9139, -0.6174, -1.1467], [-0.2042, 0.0554, 0.4945], [-0.3250, -0.3713, 0.0935], [0.0400, 0.0531, 0.1494], [-0.3357, 0.5675, 0.1858], [0.1121, 0.1143, 0.4262], [0.5027, -1.0876, -0.7467], [0.5725, 2.0136, 2.1069], [-0.7811, -0.5959, -1.2443], [-0.2499, 0.0826, -0.1470], [0.0200, -0.2901, -0.0196], [-0.0313, 0.1735, 0.2051], [-0.2795, 0.2068, -0.6714], [0.1201, -0.9269, 0.1825], [-0.0571, -0.0991, -0.1687], [0.3846, 0.1246, -0.2965], [-0.1166, 0.2776, 0.7619], [-0.0753, 0.0943, 0.1391], [-0.7520, -0.2455, 0.5776], [0.8709, 0.3348, -1.0471], [-0.2035, 0.2692, 0.1717], [0.2043, 0.0355, 0.2223], [-0.0567, -0.1029, 0.0701], [-0.0233, -0.0733, -0.2075], [-0.3684, -0.3120, 0.9663], [-1.4781, -0.1910, -1.4174], [-0.0892, -0.1318, 0.1180], [1.2697, 0.7543, -0.0883], [0.0547, -0.2995, 0.1750], [0.3023, 0.1370, 0.0717]]
}



{
  "formula": "C6H16N2",
  "method": "ωB97M-V/def2-TZVPD",
  "lumo_energy_ev": 0.9,
  "homo_lumo_gap_ev": 7.5,
  "e_homo_ev": -6.57,
  "relative_energy_kj_mol": 507.5,
  "symbols": ["C", "C", "N", "N", "H", "H", "H", "H", "H", "H", "H", "H", "C", "C", "C", "C", "H", "H", "H", "H", "H", "H", "H", "H"],
  "positions_angstrom": [[0.697, -1.829, 0.241], [-0.310, 0.205, 2.106], [0.749, -0.371, 0.135], [2.069, 0.123, 0.263], [2.763, -0.604, 0.068], [2.379, 0.907, -0.300], [1.266, -2.277, -0.580], [-0.318, -2.218, 0.210], [-0.345, 1.286, 2.192], [0.660, -0.117, 2.483], [-1.021, -0.295, 2.755], [1.141, -2.129, 1.191], [-0.115, 1.815, -0.737], [-0.721, -0.324, -1.885], [-0.465, 0.336, -0.520], [-1.570, 0.156, 0.472], [0.229, 2.301, 0.179], [-1.013, 2.343, -1.066], [0.652, 1.947, -1.506], [-1.113, -1.338, -1.785], [-1.477, 0.250, -2.426], [0.190, -0.361, -2.497], [-2.248, 1.000, 0.571], [-2.082, -0.806, 0.436]],
  "forces_ev_per_angstrom": [[0.4718, 1.1690, -0.3288], [-3.3578, 0.4017, -0.2585], [-1.3984, -0.4751, -0.8572], [1.0949, -0.1753, 0.3049], [-0.4795, -0.0497, -0.1798], [-0.8731, 0.1150, -0.3216], [0.0836, -0.3555, -0.0653], [-0.0264, 0.2773, 0.0064], [-0.1868, 0.0381, 0.3739], [0.4182, -0.4693, -1.3248], [-0.3476, 0.5204, 0.4999], [0.1005, -0.0731, 0.1021], [-0.0780, -0.1314, 0.1704], [-0.2125, 0.2072, -0.0848], [2.4515, -0.6515, -0.5199], [2.4220, -0.1862, 2.2398], [-0.0149, -0.1429, -0.0057], [0.0562, -0.0405, -0.0634], [-0.0838, -0.0860, 0.0583], [0.0929, 0.0106, 0.0684], [0.0092, -0.0154, -0.1057], [-0.1788, 0.0776, 0.1506], [-0.0163, -0.0717, 0.0766], [0.0532, 0.1066, 0.0643]]
}